(1)
10
Properties=species:S:1:pos:R:3:nbo_charge:R:1 method="wB97M-V/def2-TZVPD" lumo_ev=0.3 spin_multiplicity=1 smiles="O=C[C@H](Cl)C(Cl)Cl" largest_force_ev_per_a=3.65
O 0.544 -1.837 -1.089 -0.48
C 0.910 -0.680 -0.923 0.40
C -0.253 0.269 -0.494 -0.31
Cl 0.029 1.961 -1.016 -0.05
C -0.511 0.277 1.050 -0.22
Cl -1.201 -1.296 1.395 0.02
Cl 0.964 0.657 1.950 0.00
H 1.903 -0.330 -1.180 0.16
H -1.189 -0.019 -0.969 0.25
H -1.195 0.998 1.276 0.22



(2)
35
Properties=species:S:1:pos:R:3:mulliken_spin:R:1 method="wB97M-V/def2-TZVPD" lumo_ev="-9.8 / -9.7" spin_multiplicity=7 largest_force_ev_per_a=6.32 charge=+2
N 0.968 3.732 -0.575 0.00
C 0.677 2.451 -1.247 0.01
N 1.666 1.384 -0.811 -0.03
N 0.975 2.680 -2.733 0.01
C -0.843 1.974 -1.173 -0.05
Al -1.586 1.713 0.711 -0.09
C -0.342 0.669 1.979 -0.24
C -0.957 -0.654 2.612 0.05
C -1.111 -1.871 1.553 0.00
F -1.420 -2.991 2.380 0.00
F -2.299 -1.572 0.823 0.00
C 0.146 -2.074 0.618 0.00
F 0.141 -1.066 -0.434 0.06
F 1.340 -1.863 1.336 0.00
S 0.327 -3.719 -0.254 -0.03
F -1.282 -4.045 -0.276 0.01
F 0.627 -4.583 1.103 0.00
F 1.975 -3.381 -0.455 -0.02
F 0.100 -2.910 -1.778 0.33
F 0.565 -5.109 -1.124 0.01
H 1.841 3.686 -0.041 0.00
H 0.181 4.088 -0.023 0.00
H 2.614 1.778 -0.748 0.00
H 1.643 0.614 -1.491 -0.08
H 1.933 2.313 -2.907 0.00
H 0.373 1.999 -3.239 0.00
H -0.983 0.987 -1.738 -0.05
H -1.515 2.740 -1.703 0.01
H -3.017 0.987 0.728 -0.39
H -1.850 3.163 1.387 -0.24
H -0.073 1.368 2.850 -0.03
H 0.634 0.489 1.411 0.01
H -0.376 -1.055 3.503 -0.01
H -2.033 -0.405 2.930 -0.01
Tb 0.965 -1.520 -3.171 6.76